64
Properties=species:S:1:pos:R:3:mulliken_charge:R:1 method="wB97M-V/def2-TZVPD" total_energy_ha=-3562.3552 fmax_ev_per_a=3.07 de_lowest_ev=1.799 multiplicity=6 homo_ev="-2.59 / -5.71" total_charge=-1 orbital_gap_ha="0.137 / 0.183"
C -1.41 -0.53 5.28 -0.359
C -3.46 -1.72 4.90 0.835
H -1.98 1.93 -8.12 0.368
S -0.97 2.80 1.63 1.268
H -2.73 -1.10 6.84 0.417
H 3.46 2.87 5.39 0.400
C 3.31 -0.64 3.76 -0.229
H -0.93 1.23 -10.25 0.361
H -2.45 -1.59 -0.25 0.514
C -3.87 -2.27 1.20 -0.970
C -2.54 -1.11 5.78 -0.690
Cl -4.86 -2.45 5.60 -0.291
C -4.17 -2.33 2.58 -0.677
C -0.50 0.87 -6.95 0.647
H -5.07 -2.81 2.93 0.446
O -1.79 1.52 1.57 -0.580
H -1.57 1.58 -5.25 0.147
N -0.81 1.05 -5.62 0.037
H -4.53 -2.70 0.46 0.409
C 0.91 -2.83 1.70 0.742
C 1.10 -0.35 -1.36 -0.193
N 0.16 0.28 -0.64 0.106
O 1.05 -3.95 2.07 -0.642
Ir 0.06 0.14 1.39 2.082
O -0.08 -0.02 3.40 -1.097
H 1.90 -0.84 -3.27 0.459
C 1.12 -0.33 -2.73 -0.862
N 0.81 -1.73 1.27 -0.404
H 3.46 1.24 0.89 0.302
C -0.79 0.96 -1.30 -0.351
H -1.61 1.61 -3.12 0.215
C -2.11 -1.14 2.99 0.823
H 3.49 2.66 2.93 0.336
I -0.05 0.38 6.55 0.129
O 0.45 2.15 1.51 -0.589
H 1.84 -0.89 -0.78 0.413
O -1.21 3.62 0.46 -0.624
H 3.20 -1.39 5.77 0.413
C -0.83 1.02 -2.67 -1.360
C 1.23 -0.33 -8.14 -0.740
C 3.43 1.90 4.92 -0.606
Cl 3.29 0.91 7.44 -0.192
C 0.65 0.11 -9.31 -0.422
C -1.16 -0.54 3.86 0.544
N 1.02 -0.22 -5.64 -0.743
C 3.29 -0.52 5.13 -0.673
O -1.09 3.46 2.90 -0.679
C 3.46 1.77 3.55 -0.439
H 3.24 -1.62 3.31 0.359
H 3.34 -0.61 1.08 0.453
C -0.50 0.91 -9.31 -0.399
C 3.35 0.75 5.70 0.233
C -3.29 -1.75 3.49 -0.481
C 0.14 0.37 -3.43 1.123
H -1.51 1.48 -0.68 0.570
H 1.08 -0.18 -10.26 0.363
C 0.64 0.06 -6.94 0.447
N -1.85 -1.11 1.67 -0.357
H 2.11 -0.95 -8.14 0.415
C 0.14 0.38 -4.89 0.095
C -1.10 1.31 -8.12 -1.028
C -2.72 -1.66 0.79 -0.430
C 3.41 0.50 2.92 1.048
C 3.42 0.37 1.53 -1.414


13
Properties=species:S:1:pos:R:3:mulliken_charge:R:1 method="wB97M-V/def2-TZVPD" total_energy_ha=-754.8724 fmax_ev_per_a=2.93 de_lowest_ev=4.534 multiplicity=1 homo_ev=-8.21 orbital_gap_ha=0.313
H 1.20 -3.46 -2.23 0.166
C 0.19 -0.56 -0.67 0.667
N 0.61 -1.32 -1.65 -0.483
S 0.25 -2.98 -1.34 -0.215
O 0.39 0.81 -0.75 -0.275
C -0.52 -0.80 0.61 -0.081
H 1.04 2.08 1.08 0.286
N 0.15 2.54 0.77 -0.618
N -0.56 1.41 0.22 0.157
H -1.46 0.58 2.07 0.384
C -0.89 0.33 1.18 -0.703
H -0.80 -1.79 0.81 0.394
H 0.39 3.16 -0.11 0.321


93
Properties=species:S:1:pos:R:3:mulliken_charge:R:1 method="wB97M-V/def2-TZVPD" total_energy_ha=-8353.6518 fmax_ev_per_a=3.68 de_lowest_ev=0.831 multiplicity=1 homo_ev=-10.28 total_charge=+1 orbital_gap_ha=0.273
C -1.11 0.01 4.65 0.092
C 5.25 -2.84 0.15 -0.991
H 3.92 2.54 0.83 0.383
H -2.99 3.51 -2.64 0.549
H -0.51 -2.22 6.81 0.317
H 2.35 1.71 -2.61 0.612
H 4.64 -3.01 -0.73 0.380
C 4.97 1.43 -2.29 -0.904
H -0.67 3.06 -3.35 0.552
C -2.94 1.03 5.65 -0.630
H 3.82 -0.60 -0.32 0.313
La -1.22 -0.31 1.37 2.370
C -0.98 -2.17 5.83 -0.935
C 4.57 -0.35 0.43 -0.301
C -4.81 2.46 -1.73 -0.283
C -1.28 1.92 -5.07 0.264
C -4.17 1.19 -1.70 0.540
C -3.80 2.98 0.40 -0.797
C 4.92 -0.16 -4.12 -1.162
C 4.93 2.20 -4.59 -0.923
H -1.80 1.82 3.95 0.197
C -2.83 -1.21 -1.56 -0.112
H -3.67 3.68 1.22 0.493
H -2.56 -0.33 7.34 0.365
H -5.22 4.23 -0.67 0.428
C -2.81 2.92 -3.52 -0.084
H -2.28 -2.15 -1.48 0.585
C 5.31 -1.59 0.83 -0.210
C -2.72 -0.37 6.26 -0.386
S 6.87 -3.18 2.08 -0.170
C -1.44 -3.70 2.08 1.095
H -4.48 1.34 -5.99 0.480
N 0.69 0.56 0.00 -0.326
H 4.92 -1.18 -4.48 0.477
H 4.05 0.05 1.31 0.561
Cl 6.49 -0.37 2.99 -0.207
C 6.15 -1.65 1.90 0.560
C -2.30 -5.71 3.01 0.324
H -2.80 1.82 6.38 0.347
O -2.22 1.53 1.42 -0.810
Br 0.50 1.58 -5.61 -0.168
H -0.24 -2.41 5.07 0.289
C 3.79 2.40 -0.24 -1.291
C 4.89 0.89 -5.03 0.415
C -4.39 0.19 -2.67 -0.871
C 0.80 0.70 -1.37 -1.298
H 0.07 0.29 -2.05 0.700
C -3.63 1.70 -5.42 -0.182
O -2.51 -1.60 2.46 -0.908
C 1.93 1.39 -1.66 -0.371
C -3.88 2.43 -4.26 -0.216
C 4.97 2.45 -3.23 1.222
Cl -4.70 -2.72 4.09 -0.191
C 5.05 1.72 -0.79 -0.077
H -3.88 -1.77 -3.36 0.455
Cl 5.07 4.12 -2.74 -0.226
O 5.51 0.60 -0.06 -0.273
H 1.96 1.26 1.57 0.506
H -4.09 -5.49 4.16 0.461
C -4.68 3.29 -0.66 -0.499
C -3.34 -4.98 3.58 -0.612
C 1.74 1.17 0.51 -0.509
Cl 4.83 0.56 -6.73 -0.199
N -1.51 -0.85 5.58 0.190
N -5.27 2.75 -3.98 -0.380
Cl -0.21 -2.89 1.09 -0.219
C -2.45 -2.91 2.63 -0.679
N -1.89 1.09 4.63 0.016
Cl -2.21 -7.42 3.24 -0.203
C -3.40 -3.61 3.39 0.565
C -1.51 2.67 -3.93 -0.465
N 2.53 1.68 -0.45 0.495
C -3.08 1.82 0.43 0.794
N -5.66 2.88 -2.81 -0.545
H 5.84 2.46 -0.66 0.524
H -0.53 -5.63 1.80 0.481
H -3.55 -1.05 6.06 0.176
H 5.04 -0.70 -2.07 0.512
H -5.12 0.35 -3.46 0.670
H -3.93 1.13 5.20 0.313
S 0.30 -0.16 3.69 -0.500
C -2.33 1.42 -5.81 -0.722
H -1.79 -2.90 5.78 0.317
H 3.71 3.37 -0.71 0.629
C -1.34 -5.07 2.25 -0.983
C -3.72 -1.00 -2.61 -1.078
N -2.64 -0.33 -0.60 -0.176
C 6.04 -3.79 0.71 -0.369
C -3.30 0.88 -0.64 0.809
C 4.97 0.12 -2.77 0.268
H 6.19 -4.81 0.40 0.440
H 4.94 3.01 -5.30 0.464
H -2.14 0.83 -6.70 0.442


68
Properties=species:S:1:pos:R:3:mulliken_charge:R:1 method="wB97M-V/def2-TZVPD" total_energy_ha=-6923.4785 fmax_ev_per_a=1.65 de_lowest_ev=3.720 multiplicity=1 homo_ev="0.50 / 0.51" total_charge=-2 orbital_gap_ha="0.132 / 0.132"
C 4.59 3.95 4.19 -0.933
H -5.04 2.94 0.96 0.381
H 0.51 -5.04 -3.49 0.440
H -3.36 4.22 -0.42 0.424
C 3.55 4.27 5.03 0.926
H 0.92 2.91 3.36 0.514
C 2.24 3.91 4.74 1.133
C -2.33 -1.83 -0.78 -1.456
H -3.03 -3.22 -2.92 0.333
H 1.91 6.00 6.88 0.214
H -1.30 -0.73 -5.93 0.232
C -0.42 -5.97 -1.78 -0.678
C 0.29 -4.97 -2.44 -0.628
Pt 0.33 0.85 -0.11 1.573
C -0.73 -5.87 -0.43 -0.367
C -1.49 -0.95 -4.88 -0.804
C -4.01 2.61 0.90 -0.415
Br -0.49 3.86 -0.88 -0.139
C 1.78 -2.35 -3.33 -1.103
H 0.92 -2.29 -4.01 0.279
N 1.34 -2.72 -2.02 0.425
H -1.63 -1.34 -0.11 -0.344
C -1.96 -1.54 -2.20 1.494
C -3.56 1.49 1.59 -0.616
O 1.44 1.72 1.44 -1.011
N -0.80 0.49 -1.63 0.021
O 3.51 1.95 0.61 -0.815
C 2.63 2.11 1.46 0.490
H -3.32 -1.44 -0.56 0.462
H 5.60 4.22 4.44 0.396
H 0.39 -1.99 0.90 0.381
C 2.24 4.96 6.69 -0.221
C 1.37 -1.88 -0.95 -0.600
C -1.73 -0.14 2.28 0.318
H 0.86 1.01 -3.79 0.151
C 1.92 3.22 3.60 -1.226
H 5.04 2.97 2.33 0.486
H 0.02 1.15 -5.36 0.403
C 2.97 2.89 2.73 -0.128
C -1.80 2.87 0.10 0.178
H -1.26 -6.68 0.05 0.362
H -2.68 -2.69 -5.32 0.320
C -0.95 -0.13 -3.92 0.947
C -2.46 -2.34 -3.20 -0.381
N -1.35 1.81 0.76 -0.315
O -0.71 -0.70 1.81 -0.729
C -3.09 3.33 0.13 -0.531
C -2.25 -2.07 -4.54 -0.874
N 0.75 -2.51 0.10 0.400
H -2.33 -2.90 -0.59 0.239
H -0.72 -6.85 -2.33 0.357
H 2.18 4.40 7.65 0.223
C 0.29 -3.72 -0.33 0.234
H -0.65 -4.66 1.36 0.473
H -4.23 0.91 2.20 0.480
C -0.39 -4.74 0.32 -0.857
O 3.57 4.96 6.24 -0.502
C 4.27 3.25 3.03 -0.438
C -2.23 1.11 1.52 0.403
H 2.25 -1.37 -3.25 0.268
C -1.17 -0.38 -2.52 -0.396
H 2.50 -3.08 -3.71 0.396
O 1.40 4.37 5.74 -0.487
H -0.59 1.97 -3.92 0.190
C -0.12 1.06 -4.28 -1.424
Se 2.34 -0.31 -0.80 -0.430
C 0.65 -3.85 -1.69 0.754
O -2.40 -0.48 3.26 -0.847


Which value of multiplicity does entry 4 give? 1